Molecular formula: C4H4F3N
Method: DFT, ωB97M-V/def2-TZVPD

CARTESIAN COORDINATES (ANGSTROEM)
C -0.449 0.262 -1.385
C -0.255 0.045 0.119
C 1.162 0.306 0.679
F 1.153 0.670 1.965
F 1.968 -0.764 0.643
F 1.866 1.250 0.036
C -1.180 -0.934 0.982
N -1.308 0.275 1.142
H 0.129 -0.395 -2.111
H -0.187 1.221 -1.649
H -1.502 0.020 -1.595
H -1.397 -1.956 1.174

Cartesian forces, eV/Å:
-0.7 -2.9 0.4
0.4 -2.5 0.8
0.1 -0.2 0.3
-0.6 0.2 0.4
-0.1 -1.0 -0.3
-0.6 0.5 -0.6
3.4 1.1 -2.9
-1.7 1.9 0.7
-0.3 0.4 1.4
0.2 2.4 -0.6
0.3 0.5 -0.1
-0.5 -0.4 0.5

As for the SMILES: C[C@]1(C(F)(F)F)C=N1. Its energy relative to the best compared isomer or geometry (same formula, charge and spin) is 0.898 eV. The gap between HOMO and LUMO comes out at 10.7 eV. The value obtained for the total energy is -509.0959 hartree.

---

Molecular formula: C4H4F3N2O
Method: DFT, ωB97M-V/def2-TZVPD

CARTESIAN COORDINATES (ANGSTROEM)
C -1.542 0.334 0.429
C -0.384 -1.611 -0.089
C 0.438 0.238 -0.785
C 1.732 0.480 -0.023
N -1.411 -0.999 0.547
N -0.657 0.982 -0.258
O 0.044 -2.660 -0.309
F 2.171 1.729 -0.209
F 1.515 0.333 1.296
F 2.685 -0.355 -0.383
H -2.382 0.828 0.903
H 0.566 0.254 -1.862
H -2.073 -1.550 1.098
H -0.702 1.998 -0.355

Cartesian forces, eV/Å:
0.1 0.0 0.0
2.8 3.2 -2.3
-0.4 -3.3 1.0
-0.2 0.1 0.2
-1.2 -0.3 0.9
-0.2 0.6 0.0
-0.5 -0.3 0.5
-0.1 0.2 -0.1
-0.1 0.0 0.1
-0.1 -0.2 -0.3
0.1 0.0 0.0
-0.2 0.1 0.0
0.1 0.2 -0.2
-0.2 -0.2 0.1

The gap between HOMO and LUMO comes out at 9.5 eV. The charge is +1. The value obtained for the total energy is -638.8806 hartree.

---

Molecular formula: C4H4F5N
Method: DFT, ωB97M-V/def2-TZVPD

CARTESIAN COORDINATES (ANGSTROEM)
C 0.461 -0.665 1.404
C -0.195 0.518 1.061
C -0.771 1.478 -0.883
C 0.280 0.848 -1.795
N -0.013 -1.890 1.189
F 0.400 1.637 1.537
F -1.931 0.863 -1.173
F 0.242 -0.513 -1.872
F 0.145 1.306 -3.048
F 1.527 1.138 -1.411
H 1.461 -0.586 1.804
H -1.272 0.596 1.097
H -0.872 -2.028 0.680
H 0.538 -2.702 1.407

Cartesian forces, eV/Å:
-0.6 1.4 -1.0
0.1 -0.5 0.5
-0.2 0.1 0.5
0.8 -1.1 -0.4
-0.2 -0.4 -0.1
0.4 0.3 0.3
0.5 -0.1 -0.2
-0.3 0.1 0.0
-0.3 0.2 0.0
-0.1 0.3 0.3
0.1 0.0 0.1
-0.1 -0.3 0.1
0.1 0.0 0.1
0.0 0.1 -0.1

Its energy relative to the best compared isomer or geometry (same formula, charge and spin) is 2.464 eV. The gap between HOMO and LUMO (alpha / beta) comes out at 7.8 / 7.8 eV. The value obtained for the total energy is -708.7512 hartree.